Entry from the OMol25 dataset: a 2-piece molecular cluster, C6H5N3 overall (ωB97M-V/def2-TZVPD).

```
14
Properties=species:S:1:pos:R:3:forces:R:3:mulliken_charge:R:1
N -2.2220 2.3480 -0.2938 0.648 0.225 0.362 -0.4046
N -1.5141 -0.7010 0.6646 -0.585 -1.043 0.041 -0.6078
N 0.4332 -2.0225 0.3263 0.702 0.744 4.333 -0.5582
C 1.9273 -0.3311 -0.3741 -1.965 -2.133 1.078 -1.0269
C 0.5516 0.2826 -0.2861 2.481 -0.858 0.889 0.5822
C 0.2043 1.5172 -0.5517 -1.020 1.700 -0.137 -0.2857
C 1.7694 -1.6113 0.0869 0.874 -1.392 0.233 -0.0015
C -0.2940 -0.7321 0.3421 -1.256 -2.721 -0.243 0.4599
C -1.1096 2.0388 -0.2800 -0.634 -0.463 -0.784 0.0949
H 2.8955 0.0507 -0.5853 0.243 0.714 -0.450 0.3837
H 0.8587 2.2079 -1.0452 0.393 0.155 -0.071 0.4322
H -1.8684 -1.7045 0.8624 0.885 2.054 -0.124 0.3037
H 0.4431 -2.4337 1.9495 -0.016 1.027 -4.397 0.2760
H 2.4972 -2.4763 0.3159 -0.752 1.990 -0.729 0.3521
```
Positions in Å, forces in eV/Å.

As for the spin multiplicity: 1. For the relative energy (zero: lowest compared OMol25 entry of this formula, charge and spin), the calculation gives 480.72 kJ/mol. The value obtained for the HOMO energy is -8.8 eV. For the total energy, the calculation gives -10768.244 eV.